Model A:
Formula: H28O14
Source: the Open Molecules 2025 dataset
Level of theory: ωB97M-V/def2-TZVPD

Structure (ORCA input):
```
! wB97M-V def2-TZVPD RIJCOSX def2/J DEFGRID3
* xyz 0 1
H 0.054 -0.075 -0.517
H 0.486 0.652 -1.804
H -3.541 1.208 2.171
H -2.597 0.269 2.463
H 3.110 0.841 -1.854
H 4.485 0.025 -1.831
H 3.158 -1.647 1.838
H 3.070 -0.315 0.959
H 1.695 -3.143 -1.200
H 1.828 -3.627 -2.707
H 0.641 3.332 2.561
H -0.674 2.932 1.915
H -1.026 -1.300 -0.037
H -1.384 -0.841 -1.426
H -1.390 -2.460 -2.921
H -2.869 -2.568 -3.223
H -2.388 -2.329 0.060
H -1.774 -3.034 1.258
H 0.225 -1.440 3.372
H 0.550 -2.864 3.828
H -3.017 1.738 -0.813
H -4.228 1.275 -1.781
H 4.422 3.352 -1.545
H 4.588 1.967 -1.023
H 1.107 0.229 3.243
H 0.897 -0.657 2.053
H -1.791 3.961 -1.747
H -3.200 4.242 -2.150
O 0.406 0.737 -0.919
O -3.508 0.240 2.324
O 3.843 0.393 -2.397
O 2.635 -0.889 1.517
O 2.321 -3.330 -1.889
O -0.213 3.706 2.350
O -1.799 -0.929 -0.570
O -2.226 -2.925 -2.607
O -2.559 -2.605 0.906
O 0.961 -2.001 3.859
O -3.273 1.404 -1.733
O 4.188 2.794 -0.737
O 1.439 0.071 2.309
O -2.653 3.610 -1.556
*
```

Computed properties:
Frontier orbital gap: 7.97 eV
LUMO energy: -0.021 Eh

***

Model B:
Formula: H28O14
Source: the Open Molecules 2025 dataset
Level of theory: ωB97M-V/def2-TZVPD

Structure (ORCA input):
```
! wB97M-V def2-TZVPD RIJCOSX def2/J DEFGRID3
* xyz 0 1
O 1.676 -2.537 -0.680
H 0.654 -2.466 -0.792
H 1.808 -2.478 0.216
O -0.051 3.431 -1.434
H -0.307 4.228 -1.934
H -0.538 2.700 -1.930
O 0.894 2.691 1.344
H 1.669 2.341 1.904
H 0.469 1.914 0.980
O 2.587 -0.288 -2.226
H 2.386 0.444 -1.610
H 2.546 -1.092 -1.526
O 3.104 -0.068 0.520
H 2.306 0.229 0.454
H 3.676 0.661 0.933
O -1.065 -2.202 -1.316
H -1.505 -1.447 -1.456
H -1.087 -2.767 -2.094
O -2.240 1.785 1.802
H -2.979 1.115 1.618
H -1.750 1.164 2.330
O -1.244 -2.147 0.855
H -1.315 -2.363 -0.060
H -1.013 -2.928 1.388
O -1.584 0.591 -1.214
H -2.395 1.152 -1.362
H -0.977 0.493 -1.950
O 1.898 -2.223 1.836
H 2.571 -2.785 1.834
H 2.004 -1.368 1.574
O 0.277 0.406 0.163
H -0.044 0.709 -0.628
H -0.293 -0.316 0.592
O 0.069 1.463 -3.346
H -0.002 0.901 -4.104
H 0.990 1.833 -3.632
O -0.525 0.392 3.434
H 0.042 0.912 4.056
H 0.141 0.010 2.938
O -3.619 -0.367 0.618
H -2.897 -0.932 0.808
H -4.333 -0.782 1.098
*
```

Computed properties:
Frontier orbital gap: 9.55 eV
LUMO energy: -0.005 Eh

***

Structures ranked by computed energy, the most stable listed first: model B, model A.

***

Model A:
Formula: C7H7N5
Source: the Open Molecules 2025 dataset
Level of theory: ωB97M-V/def2-TZVPD

Structure (ORCA input):
```
! wB97M-V def2-TZVPD RIJCOSX def2/J DEFGRID3
* xyz 0 1
C -3.808 -0.270 -0.114
C -2.108 -1.946 -0.241
C -1.956 2.202 0.174
C -1.603 0.882 -0.078
C 2.032 0.185 -0.277
C 0.638 -0.013 -0.936
C -2.528 -0.745 0.358
N -4.784 0.265 -0.277
N -1.790 -2.923 -0.751
N -0.941 2.994 -0.109
N 0.069 2.255 -0.454
N -0.306 0.959 -0.420
H -2.933 2.661 0.540
H 2.497 1.164 -0.722
H 2.806 -0.616 -0.425
H 1.978 0.331 0.802
H 0.390 -1.172 -0.784
H 0.803 0.090 -2.068
H -2.384 -0.938 1.387
*
```

Computed properties:
Frontier orbital gap: 9.95 eV
LUMO energy: -0.013 Eh

***

Model B:
Formula: C7H7N5
Source: the Open Molecules 2025 dataset
Level of theory: ωB97M-V/def2-TZVPD

Structure (ORCA input):
```
! wB97M-V def2-TZVPD RIJCOSX def2/J DEFGRID3
* xyz 0 1
C -0.727 -2.031 0.270
C 3.599 -0.387 -0.546
C 0.434 -1.539 0.148
C 1.563 -0.843 0.098
C 1.855 0.590 0.329
C -0.250 1.449 0.872
C -1.237 1.003 -1.158
N -1.673 -2.816 0.283
N 3.174 0.745 -0.139
N 1.208 1.564 0.747
N 2.725 -1.444 -0.390
N -1.089 0.574 -0.034
H 4.553 -0.598 -0.904
H -0.456 1.346 1.955
H -0.736 2.601 0.778
H -2.657 -2.660 0.559
H -0.874 1.890 -1.648
H -1.924 0.571 -1.870
H 2.965 -2.358 -0.514
*
```

Computed properties:
Frontier orbital gap: 7.51 eV
SMILES: C=NC/N=C1/N=CNC1=C=C=N
LUMO energy: -0.030 Eh

***

Structures ranked by computed energy, the most stable listed first: model A, model B.

***

Model A:
Formula: C8H28O6
Source: the Open Molecules 2025 dataset
Level of theory: ωB97M-V/def2-TZVPD

Structure (ORCA input):
```
! wB97M-V def2-TZVPD RIJCOSX def2/J DEFGRID3
* xyz 0 1
C -5.521 0.142 3.016
C -4.066 -0.335 3.275
C -3.674 -0.878 4.593
O -3.897 -1.332 2.299
H -6.314 -0.599 2.922
H -5.413 0.737 2.109
H -5.824 0.827 3.808
H -3.565 0.619 3.109
H -3.957 -0.289 5.465
H -2.612 -1.117 4.545
H -4.257 -1.785 4.751
H -3.122 -1.863 2.496
C 1.478 5.247 -5.003
O 1.685 6.548 -4.593
H 2.163 4.520 -4.568
H 0.474 4.834 -5.098
H 1.860 5.299 -6.023
H 2.582 6.598 -4.254
C 2.885 -3.086 -2.264
O 3.918 -3.813 -2.860
H 3.242 -2.070 -2.097
H 2.006 -2.995 -2.902
H 2.680 -3.469 -1.265
H 4.705 -3.597 -2.354
C -1.311 -5.888 1.499
O -0.915 -4.602 2.144
H -2.028 -6.504 2.043
H -1.502 -5.921 0.427
H -0.400 -6.476 1.605
H -0.673 -4.867 3.035
C -0.124 0.727 -1.022
O 0.862 0.371 -0.001
H -0.139 1.743 -1.417
H -0.115 0.006 -1.840
H -1.090 0.472 -0.588
H 0.712 -0.561 0.177
C 4.672 3.697 -0.682
O 5.716 3.939 -1.567
H 5.033 2.812 -0.158
H 4.650 4.387 0.162
H 3.628 3.704 -0.994
H 5.568 4.817 -1.928
*
```

Computed properties:
Frontier orbital gap: 10.48 eV
SMILES: CC(C)O.CO.CO.CO.CO.CO
LUMO energy: 0.013 Eh

***

Model B:
Formula: C8H28O6
Source: the Open Molecules 2025 dataset
Level of theory: ωB97M-V/def2-TZVPD

Structure (ORCA input):
```
! wB97M-V def2-TZVPD RIJCOSX def2/J DEFGRID3
* xyz 0 1
C 1.232 0.017 2.667
C 2.011 0.212 1.376
O 1.453 1.419 0.923
H 0.167 0.064 2.438
H 1.475 0.838 3.341
H 1.592 -0.875 3.179
H 1.903 -0.581 0.636
H 3.088 0.214 1.545
H 1.922 2.122 1.378
C 0.234 -3.547 -3.061
C 0.166 -2.124 -2.457
O 1.454 -1.749 -1.865
H 0.769 -3.589 -4.010
H -0.804 -3.873 -3.005
H 0.634 -4.281 -2.362
H -0.544 -2.223 -1.636
H -0.085 -1.389 -3.222
H 1.971 -1.414 -2.601
C -3.351 0.329 1.459
O -3.793 1.272 2.478
H -3.786 -0.671 1.477
H -3.698 0.633 0.472
H -2.275 0.171 1.535
H -3.957 2.091 2.004
C -1.298 1.911 1.392
O -0.316 1.610 0.398
H -1.192 1.162 2.178
H -1.061 2.845 1.902
H -2.264 2.086 0.920
H 0.527 1.458 0.832
C -0.058 -0.511 -0.509
O -1.260 -0.190 0.199
H 0.026 -1.513 -0.929
H -0.045 -0.004 -1.473
H 0.883 -0.212 -0.047
H -1.281 0.767 0.268
C 1.855 1.084 -1.487
O 0.945 2.160 -1.196
H 2.480 0.888 -0.616
H 1.398 0.127 -1.737
H 2.466 1.256 -2.373
H 0.414 2.012 -0.410
*
```

Computed properties:
Frontier orbital gap: 8.91 eV
LUMO energy: 0.009 Eh

***

Model C:
Formula: C8H28O6
Source: the Open Molecules 2025 dataset
Level of theory: ωB97M-V/def2-TZVPD

Structure (ORCA input):
```
! wB97M-V def2-TZVPD RIJCOSX def2/J DEFGRID3
* xyz 0 1
C 3.832 -1.182 3.384
C 2.350 -0.825 3.819
C 1.930 -1.498 5.172
O 2.200 0.540 4.049
H 3.990 -2.236 3.157
H 4.606 -0.946 4.114
H 4.040 -0.614 2.478
H 1.622 -1.179 3.089
H 0.847 -1.459 5.290
H 2.292 -1.069 6.106
H 2.198 -2.549 5.287
H 2.122 0.966 3.192
C -3.000 4.863 -3.842
O -2.854 3.800 -4.730
H -3.662 4.639 -3.005
H -2.019 5.129 -3.449
H -3.395 5.758 -4.324
H -2.792 4.170 -5.613
C 3.695 3.676 -0.862
O 2.390 3.330 -0.367
H 3.475 4.177 -1.805
H 4.304 4.315 -0.223
H 4.355 2.809 -0.912
H 1.914 2.826 -1.031
C -2.305 -1.636 -2.302
O -1.769 -0.327 -2.207
H -3.136 -1.810 -2.985
H -1.494 -2.266 -2.668
H -2.628 -1.805 -1.275
H -2.186 0.216 -2.880
C 0.697 -7.376 -4.227
O 1.334 -7.977 -3.130
H 1.341 -6.587 -4.615
H 0.615 -8.027 -5.097
H -0.314 -7.035 -4.001
H 2.266 -7.954 -3.357
C -4.314 2.635 2.995
O -5.131 1.817 3.815
H -4.497 2.459 1.935
H -4.306 3.695 3.252
H -3.297 2.270 3.134
H -5.320 2.269 4.640
*
```

Computed properties:
Frontier orbital gap: 10.45 eV
SMILES: CC(C)O.CO.CO.CO.CO.CO
LUMO energy: 0.015 Eh

***

Structures ranked by computed energy, the most stable listed first: model C, model A, model B.